[1]
Below is a structure of composition C23H52O3P4SSn at a distorted geometry, with properties calculated with wB97M-V/def2-TZVPD.

Output
E_LUMO (alpha / beta), eV: -14.695 / -14.225
Charge: +4
Energy above the lowest of the compared OMol25 structures with the same formula, charge and spin, kcal/mol: 23.38
Orbital gap (alpha / beta), eV: 4.468 / 5.048

Each line ends with the Mulliken charge.
Positions of all 84 atoms, in Å:
Sn 0.233 -0.016 -1.344  0.56
P 1.906 1.384 0.466  0.70
P -1.281 0.402 1.466  0.48
P -1.089 2.212 -1.798  1.03
H 0.594 -3.410 -6.506  0.32
C 0.761 -2.363 -6.801  -0.14
C 1.775 -1.589 -6.398  -0.46
H 2.590 -1.935 -5.761  0.46
C 3.020 0.175 1.256  -1.02
C 1.574 2.585 1.809  -1.23
C 3.003 2.334 -0.642  -1.23
C -2.788 -0.620 1.358  -1.07
C -0.548 -0.265 3.018  -0.88
C -1.980 1.962 2.153  -1.40
C -0.872 2.592 -3.555  -1.13
C -0.771 3.788 -0.927  -1.08
C -2.878 1.905 -1.628  -1.21
H 0.033 -1.937 -7.522  0.31
H 1.834 -0.573 -6.821  0.31
H 3.216 -0.662 0.578  0.12
H 2.557 -0.236 2.161  0.29
H 3.978 0.639 1.527  0.54
H 1.297 2.086 2.743  0.42
H 0.761 3.264 1.531  0.25
H 2.465 3.198 2.009  0.54
H 3.324 1.701 -1.477  0.42
H 3.889 2.684 -0.092  0.52
H 2.476 3.205 -1.056  0.32
H -3.302 -0.628 2.325  0.48
H -2.527 -1.648 1.080  0.11
H -3.460 -0.212 0.595  0.40
H -1.325 -0.348 3.793  0.49
H 0.251 0.395 3.381  0.33
H -0.117 -1.265 2.829  -0.19
H -2.700 1.746 2.954  0.52
H -2.493 2.523 1.362  0.30
H -1.175 2.587 2.562  0.38
H -1.705 3.222 -3.885  0.50
H -0.845 1.668 -4.145  0.26
H 0.075 3.123 -3.701  0.38
H -1.326 4.597 -1.424  0.49
H 0.300 4.030 -0.953  0.31
H -1.096 3.735 0.121  0.25
H -3.410 2.544 -2.346  0.53
H -3.232 2.131 -0.614  0.31
H -3.102 0.855 -1.856  0.28
C 0.605 -1.887 -3.812  0.02
C -0.744 -1.923 -4.202  -0.18
C -1.374 -3.148 -4.398  -0.62
C -0.678 -4.328 -4.124  -0.58
C 0.652 -4.287 -3.665  -0.78
C 1.286 -3.082 -3.477  -0.47
S 1.403 -0.363 -3.754  0.00
H -0.942 -1.241 -2.171  0.06
H -1.213 -0.988 -4.512  0.21
H -2.415 -3.174 -4.743  0.52
H -1.171 -5.296 -4.272  0.51
H 1.179 -5.216 -3.440  0.58
H 2.305 -2.997 -3.089  0.66
C -1.193 -5.491 -1.005  -1.57
C -1.367 -4.109 -0.418  -0.09
O -0.094 -3.681 0.149  0.38
P 0.045 -3.403 1.742  0.41
O -0.241 -4.907 2.302  -0.23
C -0.084 -5.243 3.707  -0.12
C -0.704 -4.219 4.630  -1.15
O 1.650 -3.157 1.963  -0.14
C 2.668 -4.116 1.571  0.07
C 3.990 -3.412 1.417  -1.25
H -0.284 -5.560 -1.613  0.23
H -2.057 -5.772 -1.615  0.42
H -1.104 -6.206 -0.178  0.46
H -1.642 -3.366 -1.178  0.19
H -2.148 -4.111 0.363  0.46
H -0.538 -6.226 3.823  0.40
H 0.992 -5.353 3.922  0.20
H -0.073 -3.334 4.754  0.30
H -1.694 -3.913 4.282  0.32
H -0.811 -4.701 5.606  0.43
H 2.353 -4.606 0.634  0.22
H 2.755 -4.878 2.354  0.27
H 4.257 -2.859 2.324  0.33
H 4.004 -2.751 0.549  0.21
H 4.752 -4.177 1.266  0.46



[2]
Below is a cluster of 3 separate species, C23H53NO13P3S in total at a distorted geometry, with properties calculated with wB97M-V/def2-TZVPD.

Output
E_LUMO, eV: -2.606
Charge: +1
Orbital gap, eV: 9.459

Each line ends with the Mulliken charge.
Positions of all 94 atoms, in Å:
C 4.316 2.033 2.743  -1.14
C 3.026 2.051 1.921  0.16
O 1.947 1.326 2.565  -0.34
P 1.841 -0.246 2.389  0.83
O 1.582 -0.890 3.682  -0.81
C 0.367 -0.521 1.363  -0.50
C -0.271 -1.878 1.676  -0.97
S -1.680 -2.101 0.552  0.58
C -1.298 -3.461 -0.572  -0.46
C -0.667 -2.943 -1.857  -0.30
C -0.055 -4.071 -2.717  -1.08
C 0.723 -5.136 -1.937  -1.02
C 1.720 -4.535 -0.931  1.83
C 3.171 -5.033 -1.049  -0.94
O 3.540 -5.668 0.185  -0.39
C 4.686 -5.202 0.752  0.77
C 4.668 -5.210 2.255  -1.07
O 5.643 -4.844 0.113  -0.55
C -3.096 -2.699 1.526  -0.96
C -2.704 -3.420 2.788  0.72
C -2.087 -4.799 2.694  -1.31
N -2.900 -2.824 3.884  -0.61
O 3.193 -0.775 1.737  -0.41
C 3.168 -1.589 0.556  0.45
C 3.082 -0.793 -0.748  -1.05
H 5.113 1.602 2.136  0.33
H 4.207 1.379 3.605  0.31
H 4.641 3.031 3.019  0.34
H 3.225 1.664 0.924  -0.05
H 2.668 3.069 1.790  0.45
H -0.345 0.247 1.672  0.49
H 0.492 -0.385 0.286  0.16
H 0.393 -2.727 1.516  0.30
H -0.630 -1.911 2.703  0.75
H -0.688 -4.176 -0.025  -0.07
H -2.228 -3.975 -0.818  0.63
H 0.126 -2.224 -1.648  -0.17
H -1.409 -2.427 -2.463  0.63
H -0.824 -4.519 -3.346  0.45
H 0.643 -3.583 -3.400  0.39
H 1.279 -5.748 -2.647  0.52
H 0.029 -5.830 -1.459  0.21
H 1.728 -3.448 -0.978  -1.21
H 1.396 -4.792 0.081  0.14
H 3.814 -4.183 -1.264  0.39
H 3.265 -5.779 -1.835  0.38
H 4.890 -6.223 2.597  0.35
H 5.449 -4.559 2.627  0.34
H 3.683 -4.972 2.649  0.28
H -3.767 -1.862 1.692  0.50
H -3.616 -3.404 0.876  0.47
H -2.625 -5.509 3.316  0.46
H -2.009 -5.160 1.671  0.26
H -1.067 -4.737 3.082  0.34
H -2.601 -3.414 4.661  0.29
H 2.421 -2.379 0.620  -0.35
H 4.128 -2.105 0.552  0.45
H 4.059 -0.520 -1.132  0.38
H 2.502 -1.367 -1.470  0.26
H 2.503 0.118 -0.587  0.17
C 0.759 3.690 -3.460  -0.73
O 0.275 2.477 -2.848  -0.29
P -1.294 2.214 -2.561  1.13
O -1.341 0.749 -2.338  -0.54
O -1.749 2.674 -4.044  -0.41
C -1.486 1.813 -5.153  -0.71
O -2.717 2.752 -2.026  -0.27
C -3.028 2.594 -0.627  -0.70
H 1.585 4.074 -2.865  0.28
H 1.130 3.439 -4.451  0.25
H -0.013 4.450 -3.544  0.31
H -0.918 0.932 -4.858  0.27
H -0.927 2.367 -5.907  0.26
H -2.439 1.507 -5.581  0.27
H -2.210 2.933 0.009  0.32
H -3.252 1.548 -0.421  0.25
H -3.903 3.204 -0.423  0.28
C -1.915 5.874 2.381  -0.60
O -1.883 6.882 1.358  -0.36
P -2.863 6.853 0.094  1.14
O -2.795 8.184 -0.517  -0.73
O -4.225 6.531 0.890  -0.34
C -4.902 7.609 1.544  -0.73
O -3.203 5.758 -1.022  -0.21
C -2.278 5.633 -2.120  -0.94
H -0.899 5.529 2.561  0.26
H -2.295 6.330 3.293  0.25
H -2.546 5.029 2.111  0.30
H -4.345 8.542 1.473  0.36
H -5.042 7.351 2.595  0.26
H -5.879 7.733 1.082  0.25
H -1.248 5.566 -1.755  0.36
H -2.379 6.484 -2.792  0.40
H -2.535 4.731 -2.653  0.37



[3]
Below is a structure of composition C23H53NReS2Si5Te, with properties calculated with wB97M-V/def2-TZVPD.

Output
Multiplicity: 4
E_LUMO (alpha / beta), eV: 0.201 / 0.172
Energy above the lowest of the compared OMol25 structures with the same formula, charge and spin, kcal/mol: 22.40
Orbital gap (alpha / beta), eV: 7.125 / 6.232
<S²>: 3.79

Each line ends with the Mulliken charge.
Positions of all 86 atoms, in Å:
Re 1.060 -0.431 -0.396  0.11
C 6.727 -3.715 1.614  -1.07
Si 5.674 -3.631 0.066  0.16
C 6.768 -3.801 -1.443  -1.07
C 4.426 -5.012 0.101  -0.99
C 4.947 -1.884 0.007  0.43
C 5.840 -0.820 0.108  -0.21
C 5.422 0.506 0.057  -1.06
C 4.075 0.754 -0.091  -0.10
N 3.191 -0.240 -0.194  -0.59
C 3.601 -1.533 -0.158  0.39
S 2.200 -2.570 -0.345  -0.49
H 7.213 -4.691 1.694  0.33
H 6.118 -3.569 2.508  0.32
H 7.511 -2.955 1.616  0.32
H 7.258 -4.777 -1.461  0.33
H 7.548 -3.036 -1.457  0.34
H 6.185 -3.699 -2.360  0.32
H 4.969 -5.957 0.181  0.33
H 3.816 -5.038 -0.802  0.28
H 3.750 -4.930 0.953  0.31
H 6.899 -1.025 0.230  0.29
H 6.123 1.325 0.134  0.38
H 3.669 1.756 -0.125  0.48
S 0.463 1.899 -0.259  -0.64
C -0.850 -3.982 -1.999  -1.03
Si -1.198 -2.139 -2.088  0.28
C -0.061 -1.506 -3.459  -1.05
C -2.974 -1.943 -2.698  -1.09
C -1.012 -1.152 -0.515  1.16
Si -1.338 -1.923 1.151  0.53
C -1.088 -3.778 1.285  -1.11
C -0.236 -1.205 2.520  -0.91
C -3.114 -1.591 1.719  -0.99
H -0.844 -4.375 -3.019  0.37
H -1.604 -4.529 -1.434  0.32
H 0.128 -4.193 -1.562  0.20
H -0.486 -1.709 -4.446  0.40
H 0.910 -2.006 -3.404  0.32
H 0.120 -0.432 -3.394  0.20
H -3.132 -2.485 -3.634  0.37
H -3.225 -0.893 -2.878  0.17
H -3.685 -2.332 -1.963  0.31
H -1.809 -0.396 -0.667  -0.59
H -0.113 -4.089 0.907  0.21
H -1.857 -4.340 0.754  0.31
H -1.139 -4.058 2.341  0.38
H 0.746 -1.684 2.509  0.27
H -0.688 -1.397 3.499  0.38
H -0.071 -0.125 2.444  0.19
H -3.836 -1.725 0.909  0.26
H -3.239 -0.581 2.116  0.16
H -3.380 -2.288 2.518  0.36
C -1.579 4.819 -1.953  -0.99
Si -2.556 3.288 -2.392  0.03
C -1.560 2.163 -3.481  -0.57
C -4.147 3.759 -3.261  -1.11
C -3.121 2.416 -0.807  -0.84
Te -1.701 1.905 0.692  0.29
C -1.662 3.868 1.522  -0.42
Si -2.616 3.956 3.148  0.22
C -1.830 2.776 4.370  -0.83
C -4.388 3.457 2.802  -1.00
C -2.553 5.704 3.798  -1.05
H -1.291 5.346 -2.866  0.39
H -0.664 4.561 -1.416  0.30
H -2.159 5.514 -1.342  0.30
H -1.271 2.702 -4.387  0.50
H -2.131 1.284 -3.785  0.24
H -0.653 1.826 -2.981  -0.03
H -3.935 4.259 -4.208  0.32
H -4.757 4.434 -2.657  0.30
H -4.745 2.872 -3.482  0.32
H -3.635 1.483 -1.057  0.57
H -3.836 3.054 -0.278  0.48
H -2.072 4.533 0.762  0.00
H -0.603 4.105 1.647  0.53
H -1.580 1.812 3.919  0.17
H -2.505 2.574 5.203  0.34
H -0.910 3.195 4.780  0.30
H -4.453 2.477 2.321  0.32
H -4.883 4.183 2.153  0.31
H -4.961 3.396 3.729  0.38
H -1.525 6.012 3.998  0.32
H -3.113 5.786 4.732  0.31
H -2.985 6.411 3.088  0.31